<one>
Density functional theory data (ωB97M-V with the def2-TZVPD basis set) for a 3-piece molecular cluster, C6H16O3 overall.

Its SMILES is C=C(C)CCCO.O.O. As for the HOMO-LUMO gap: 9.58 eV.

Atoms and positions in Å:
C1 -0.758 -1.370 -2.205
O1 -0.223 -0.166 -2.746
C2 -0.363 -1.703 -0.753
C3 0.527 -0.634 -0.114
C4 0.470 -0.691 1.390
C5 1.070 -1.612 2.129
C6 -0.487 0.302 1.983
H1 -1.839 -1.224 -2.186
H2 -0.699 -2.172 -2.945
H3 0.718 -0.331 -2.914
H4 0.105 -2.692 -0.728
H5 -1.222 -1.901 -0.109
H6 0.126 0.324 -0.443
H7 1.553 -0.697 -0.467
H8 1.777 -2.381 1.845
H9 0.903 -1.597 3.203
H10 -0.120 1.324 2.017
H11 -1.320 0.381 1.271
H12 -0.949 0.015 2.925
H13 -1.091 3.589 -1.304
H14 -0.871 2.117 -1.695
O2 -1.171 2.676 -0.967
H15 0.584 2.630 0.744
H16 2.007 2.866 0.721
O3 1.274 2.950 1.348



<two>
Density functional theory data (ωB97M-V with the def2-TZVPD basis set) for a 3-piece molecular cluster, C6H16O3 overall.

Its SMILES is CCCCCC=O.O.O. As for the HOMO-LUMO gap: 10.16 eV.

Atoms and positions in Å:
O1 -2.362 -1.208 0.714
C1 -1.218 -1.570 0.732
C2 0.022 -0.746 1.254
C3 1.261 -0.986 0.418
C4 1.177 -0.222 -0.926
C5 0.961 1.358 -0.690
C6 2.003 2.216 -0.055
H1 -0.883 -2.588 0.440
H2 -0.024 -1.207 2.270
H3 -0.306 0.337 1.328
H4 2.199 -0.736 0.940
H5 1.202 -2.003 0.137
H6 2.141 -0.284 -1.534
H7 0.358 -0.642 -1.545
H8 0.642 1.802 -1.643
H9 -0.071 1.360 -0.148
H10 1.564 3.087 0.309
H11 2.694 2.548 -0.765
H12 2.317 1.723 0.997
H13 -2.774 0.376 1.814
H14 -2.590 1.679 1.071
O2 -2.732 1.284 1.946
H15 -2.613 -1.793 -2.156
H16 -1.317 -1.951 -2.908
O3 -1.652 -1.835 -1.999



In order of decreasing stability: <one>, <two>.



<one>
Density functional theory data (ωB97M-V with the def2-TZVPD basis set) for one molecule with the formula C5H12N4O.

As for the HOMO-LUMO gap (alpha / beta): 4.59 / 4.58 eV.

Atoms and positions in Å:
C1 1.497 1.325 0.253
C2 0.238 1.286 1.234
C3 1.161 1.085 -1.209
C4 -0.843 -2.162 1.011
C5 -1.894 -0.250 -0.073
N1 2.040 -1.072 -1.733
N2 0.063 -0.123 1.374
N3 1.057 -0.336 -1.766
N4 -0.918 -0.757 0.847
O1 -0.032 -0.563 -2.391
H1 2.003 2.314 0.302
H2 2.232 0.580 0.627
H3 0.475 1.720 2.144
H4 -0.605 1.902 0.724
H5 0.131 1.454 -1.372
H6 1.887 1.546 -1.873
H7 -1.854 -2.551 1.089
H8 -0.286 -2.659 0.051
H9 -0.066 -2.369 1.781
H10 -1.407 -0.443 -1.185
H11 -2.804 -0.708 -0.152
H12 -2.076 0.782 0.317



<two>
Density functional theory data (ωB97M-V with the def2-TZVPD basis set) for one molecule with the formula C5H12N4O.

As for the HOMO-LUMO gap: 4.81 eV.

Atoms and positions in Å:
C1 -1.655 -1.442 -0.056
C2 -0.511 -0.793 -0.925
C3 -2.120 -0.507 0.992
C4 2.455 0.269 0.806
C5 1.108 1.473 -0.751
N1 -0.760 -0.750 2.875
N2 0.671 -0.856 -0.239
N3 -1.063 -0.042 1.952
N4 1.292 0.227 -0.088
O1 -0.714 1.089 1.587
H1 -2.428 -1.678 -0.800
H2 -1.188 -2.375 0.171
H3 -0.388 -1.482 -1.908
H4 -0.753 0.205 -1.302
H5 -2.516 0.511 0.481
H6 -2.877 -1.158 1.563
H7 3.215 0.898 0.439
H8 1.997 0.556 1.800
H9 2.621 -0.751 1.050
H10 0.004 1.778 -0.657
H11 1.860 2.210 -0.216
H12 1.218 1.500 -1.862



In order of decreasing stability: <one>, <two>.



<one>
Density functional theory data (ωB97M-V with the def2-TZVPD basis set) for a 2-piece molecular cluster, C4H10NO overall.

As for the spin multiplicity: 2. As for the total charge: +2. As for the HOMO-LUMO gap (alpha / beta): 9.96 / 6.22 eV.

Atoms and positions in Å:
C1 0.480 0.296 1.630
C2 0.456 1.628 1.217
O1 -0.485 2.445 1.538
H1 1.380 -0.291 1.499
H2 -0.347 -0.073 2.234
H3 1.278 2.048 0.639
H4 -0.257 3.405 1.442
C3 -0.302 -1.854 -1.715
C4 0.888 -2.247 -1.301
N1 -0.853 -0.556 -1.258
H5 -0.912 -2.403 -2.420
H6 1.327 -3.151 -1.693
H7 1.433 -1.618 -0.602
H8 -0.584 -0.438 -0.258
H9 -0.548 0.240 -1.833
H10 -1.876 -0.460 -1.223



<two>
Density functional theory data (ωB97M-V with the def2-TZVPD basis set) for a 2-piece molecular cluster, C4H10NO overall.

As for the spin multiplicity: 2. As for the total charge: +2. As for the HOMO-LUMO gap (alpha / beta): 8.09 / 4.62 eV.

Atoms and positions in Å:
C1 0.679 -0.381 2.022
C2 0.299 -0.810 0.645
C3 -0.615 -0.359 -0.198
N1 1.121 -1.979 0.167
H1 0.074 0.457 2.354
H2 0.573 -1.230 2.699
H3 1.721 -0.053 2.014
H4 -0.702 -0.776 -1.196
H5 -1.237 0.483 0.061
H6 1.198 -2.724 0.869
H7 2.083 -1.689 -0.036
H8 0.709 -2.358 -0.688
O1 -1.879 2.184 -3.053
C4 -1.469 2.852 -2.169
H9 -2.074 3.722 -1.797
H10 -0.480 2.661 -1.692



In order of decreasing stability: <one>, <two>.